{"formula": "ArH26O13", "method": "ωB97M-V/def2-TZVPD", "elements": ["H", "H", "O", "O", "H", "O", "O", "H", "H", "H", "H", "O", "H", "O", "H", "H", "H", "H", "H", "O", "H", "H", "H", "H", "H", "H", "Ar", "H", "H", "O", "H", "O", "H", "O", "H", "O", "H", "O", "H", "O"], "positions_angstrom": [[-9.333, 7.256, -9.225], [-7.091, 9.131, -9.553], [-7.691, 11.083, -12.313], [-12.291, 8.384, -10.760], [-11.524, 7.887, -10.478], [-10.114, 6.926, -9.669], [-7.927, 7.833, -8.368], [-12.689, 10.948, -9.319], [-6.850, 13.144, -6.830], [-11.222, 10.192, -11.706], [-11.735, 12.987, -10.111], [-7.206, 13.863, -11.693], [-6.829, 14.129, -7.980], [-9.422, 15.208, -8.586], [-8.932, 14.459, -8.247], [-10.666, 12.828, -5.540], [-7.637, 10.499, -13.069], [-10.440, 6.231, -9.097], [-7.157, 12.907, -11.691], [-12.657, 11.208, -10.240], [-13.085, 10.686, -6.956], [-13.573, 11.335, -10.486], [-12.324, 9.133, -10.166], [-6.355, 14.146, -12.028], [-10.905, 13.381, -11.314], [-6.661, 8.781, -10.962], [-9.309, 11.153, -9.187], [-7.244, 10.609, -11.611], [-7.568, 7.061, -7.931], [-12.215, 10.672, -7.354], [-8.046, 8.473, -7.666], [-11.136, 13.663, -10.429], [-11.375, 13.745, -6.513], [-7.306, 13.910, -7.179], [-9.754, 10.552, -11.784], [-10.541, 10.461, -12.322], [-10.022, 14.832, -9.229], [-6.597, 9.470, -10.300], [-11.740, 11.380, -6.919], [-11.317, 12.829, -6.241]], "nbo_charge": [0.488, 0.493, -0.976, -0.970, 0.491, -0.969, -0.954, 0.498, 0.469, 0.485, 0.491, -0.950, 0.485, -0.979, 0.471, 0.485, 0.480, 0.470, 0.485, -0.975, 0.469, 0.482, 0.463, 0.459, 0.489, 0.475, 0.001, 0.489, 0.495, -0.988, 0.494, -0.983, 0.505, -0.948, 0.469, -0.965, 0.494, -0.959, 0.500, -0.959], "lumo_energy_ha": -0.018, "e_tot_ha": -1521.23173, "fmax_ev_per_a": 1.5, "orbital_gap_ev": 9.6, "e_homo_ha": -0.3712, "relative_energy_kj_mol": 67.3, "mol_weight_g_mol": 274.14}

{"formula": "As4F24Rb", "method": "ωB97M-V/def2-TZVPD", "elements": ["F", "F", "Rb", "As", "F", "F", "F", "F", "F", "As", "F", "F", "F", "F", "F", "F", "As", "F", "F", "F", "F", "F", "F", "F", "F", "F", "F", "As", "F"], "positions_angstrom": [[-1.415, -2.313, 1.428], [-1.853, 0.070, 2.236], [-0.353, -0.170, -0.156], [-1.151, 3.557, -0.797], [-0.040, 4.446, 0.330], [0.860, -2.725, -2.778], [1.784, 1.074, 2.052], [-2.562, 4.513, -0.140], [0.151, 2.435, -1.331], [-0.544, -2.195, -3.817], [0.157, -1.155, 2.917], [-1.957, -1.629, -4.769], [0.305, -2.831, -5.299], [2.301, -0.882, 0.580], [-1.168, -3.221, 3.773], [0.131, -0.567, -4.011], [-1.532, -1.562, 3.055], [-1.511, -1.688, -2.353], [3.094, -0.770, 3.078], [4.755, -0.801, 1.201], [-1.494, 2.412, 0.565], [-2.217, 2.717, -1.927], [3.413, 1.281, 0.133], [-3.285, -1.828, 3.089], [-1.200, -3.883, -3.744], [-0.628, 4.717, -2.076], [4.297, 1.517, 2.486], [3.327, 0.265, 1.592], [-1.664, -0.783, 4.684]], "nbo_charge": [-0.643, -0.650, 0.972, 2.788, -0.625, -0.619, -0.621, -0.636, -0.637, 2.785, -0.599, -0.633, -0.642, -0.653, -0.638, -0.612, 2.791, -0.640, -0.623, -0.630, -0.632, -0.620, -0.616, -0.624, -0.634, -0.631, -0.631, 2.781, -0.629], "lumo_energy_ha": 0.234, "e_tot_ha": -11364.63636, "fmax_ev_per_a": 2.4, "orbital_gap_ev": 11.5, "charge": -3, "e_homo_ha": -0.1871, "relative_energy_kj_mol": 193.4, "mol_weight_g_mol": 841.11}